No. 1
A cluster of 3 separate species, C2H9O2S in total, computed with ωB97M-V/def2-TZVPD.

Calculated values
Gap between HOMO and LUMO ... 0.26112 hartree
Total charge ... -1
HOMO level ... -0.10902 Eh
Electronic energy ... -630.27566 Eh
Multiplicity ... 1
ΔE to the lowest compared entry with this formula, charge and spin ... 1.129 eV

CARTESIAN COORDINATES (ANGSTROEM)
C -1.977 0.182 -0.116
C -0.912 -0.747 -0.569
S 0.774 -0.416 0.191
H -1.942 1.340 -0.305
H -2.277 -0.106 0.939
H -2.799 -0.047 -0.791
H -0.654 -0.890 -1.671
H -1.215 -1.784 -0.276
H 0.459 0.324 2.164
H -0.374 -0.809 2.894
O 0.219 -0.021 3.107
H 0.738 0.555 -2.461
H 1.888 1.277 -2.194
O 1.172 1.294 -2.763

Cartesian forces, eV/Å:
C -1.75 1.53 -0.37
C 2.85 -1.34 -0.41
S -0.38 -0.15 -0.67
H 0.90 -2.12 0.81
H 0.36 0.84 -1.17
H -0.89 -0.26 0.21
H -1.07 0.78 1.04
H 0.10 0.73 -0.05
H -0.53 -1.19 1.37
H 1.41 1.64 0.16
O -0.97 -0.52 -0.99
H -2.03 -2.75 1.19
H 2.40 0.29 1.94
O -0.39 2.52 -3.05


No. 2
A structure of composition C16H44F2N4O4Pd2, computed with ωB97M-V/def2-TZVPD.

Calculated values
Gap between HOMO and LUMO (spin up / spin down) ... 0.28035 / 0.18192 hartree
Total charge ... +2
HOMO level (spin up / spin down) ... -0.50628 / -0.50626 Eh
Electronic energy ... -1610.79646 Eh
Multiplicity ... 5

CARTESIAN COORDINATES (ANGSTROEM)
Pd -0.357 2.126 -2.052
Pd -0.262 -0.880 -3.298
F 0.129 1.114 -3.834
F -0.439 0.045 -1.427
C 2.382 -0.257 -5.849
C 1.775 -1.592 -5.404
C 2.315 -2.051 -4.063
O 1.850 -1.213 -2.989
C 2.348 -1.627 -1.716
N 0.271 -1.449 -5.316
H 2.117 0.525 -5.128
H 1.933 0.071 -6.786
H 3.468 -0.273 -5.861
H 2.014 -2.327 -6.172
H 3.407 -2.019 -4.041
H 2.047 -3.106 -3.916
H 2.236 -0.802 -1.024
H 3.383 -1.973 -1.781
H 1.824 -2.509 -1.327
H 0.001 -0.699 -5.955
H -0.171 -2.252 -5.763
C 0.624 3.416 2.091
C 0.673 3.266 0.568
C 1.663 2.237 0.101
O 1.671 2.380 -1.328
C 2.882 2.091 -2.054
N -0.658 2.882 -0.012
H -0.367 3.774 2.387
H 1.375 4.135 2.399
H 0.655 2.452 2.600
H 0.963 4.241 0.171
H 1.275 1.239 0.351
H 2.663 2.311 0.524
H 3.027 1.019 -2.122
H 3.697 2.691 -1.656
H 2.696 2.492 -3.051
H -1.317 3.574 0.345
H -0.927 2.055 0.612
C -2.361 1.373 3.724
C -2.637 0.753 2.394
C -3.719 1.451 1.607
O -4.895 1.429 2.347
C -6.076 1.358 1.577
N -1.396 0.666 1.588
H -1.449 1.124 4.271
H -3.178 1.251 4.433
H -2.292 2.466 3.591
H -3.024 -0.263 2.561
H -3.842 0.935 0.643
H -3.427 2.495 1.387
H -6.338 0.316 1.356
H -6.038 1.858 0.599
H -6.905 1.825 2.103
H -1.539 0.132 0.736
H -0.711 0.192 2.164
C -0.572 -3.758 3.413
C -0.397 -2.635 2.388
C 1.040 -2.672 1.872
O 2.039 -2.691 2.857
C 2.052 -1.544 3.673
N -1.306 -2.817 1.236
H -0.003 -4.628 3.091
H -1.627 -4.027 3.446
H -0.233 -3.429 4.392
H -0.590 -1.650 2.809
H 1.238 -1.782 1.236
H 1.212 -3.568 1.269
H 3.066 -1.415 4.044
H 1.362 -1.615 4.523
H 1.755 -0.625 3.137
H -0.965 -3.598 0.676
H -1.107 -2.015 0.633

Cartesian forces, eV/Å:
Pd 0.20 -0.03 1.16
Pd 0.41 0.33 -0.36
F -0.26 0.15 -0.07
F -0.29 0.11 0.00
C -0.72 0.49 0.84
C 0.21 0.96 -0.07
C 0.42 -0.80 -0.36
O -0.01 -0.19 -0.54
C 0.09 -0.87 0.69
N -0.04 -0.29 -0.54
H -0.05 -0.14 0.03
H 0.43 -0.15 -0.25
H 0.02 -0.25 -0.44
H -0.01 -0.26 0.23
H -0.01 0.10 -0.20
H -0.22 0.17 0.41
H 0.01 0.05 0.01
H 0.10 0.52 -0.23
H -0.34 0.23 -0.15
H 0.04 0.23 0.32
H 0.02 -0.21 0.45
C -0.92 -0.39 -0.29
C 0.03 0.63 0.40
C -0.37 -0.54 -0.01
O 0.32 0.09 -0.25
C -0.71 0.55 -0.66
N 0.32 -0.40 0.86
H 0.17 0.41 -0.08
H 0.13 -0.22 0.35
H 0.58 0.03 0.04
H -0.05 -0.08 -0.26
H 0.13 0.01 -0.02
H 0.05 0.39 -0.14
H 0.41 -0.02 0.20
H 0.15 -0.40 0.37
H 0.03 -0.22 -0.05
H -0.12 0.22 -0.80
H -0.06 0.01 -0.53
C -0.08 1.84 0.80
C 0.07 -1.54 -0.06
C 0.14 0.32 -0.37
O -0.23 0.19 0.07
C -0.68 -0.28 -0.62
N -0.14 0.53 0.01
H 0.08 -0.60 -0.44
H -0.12 -0.24 -0.21
H 0.02 -0.11 0.01
H 0.08 0.02 -0.02
H -0.02 -0.03 0.03
H 0.02 -0.03 0.01
H 0.05 0.03 0.19
H 0.47 0.18 0.21
H 0.16 -0.08 0.32
H -0.07 -0.29 0.20
H 0.17 -0.06 -0.22
C -0.39 0.49 -0.42
C 0.40 -1.10 -0.42
C 0.57 0.67 0.10
O -0.01 0.06 0.06
C -0.11 0.31 0.27
N 0.48 0.72 -0.17
H 0.03 -0.08 0.15
H -0.01 0.00 0.23
H 0.04 -0.22 0.09
H -0.23 -0.07 0.25
H -0.24 -0.09 -0.15
H -0.18 -0.06 0.02
H -0.03 0.00 0.08
H 0.09 -0.20 -0.02
H 0.18 -0.17 -0.24
H -0.22 -0.24 0.26
H -0.36 -0.08 -0.09


No. 3
An isolated molecule of C3H6O2S, computed with ωB97M-V/def2-TZVPD.

Calculated values
Gap between HOMO and LUMO ... 0.35611 hartree
Total charge ... 0
HOMO level ... -0.32280 Eh
Electronic energy ... -666.50367 Eh
Multiplicity ... 1
ΔE to the lowest compared entry with this formula, charge and spin ... 2.459 eV

CARTESIAN COORDINATES (ANGSTROEM)
C 0.650 1.356 0.791
C -1.211 0.300 0.092
C 1.119 -0.753 -0.161
H 0.112 1.587 1.745
H 1.480 1.836 0.377
H -2.364 0.497 0.020
H -1.129 -0.040 1.158
H 1.558 -1.716 0.176
H 1.602 -0.254 -1.024
O -0.350 1.390 -0.132
O 1.032 -0.001 1.006
S -0.629 -1.153 -0.861

Cartesian forces, eV/Å:
C -1.77 -2.26 1.78
C -2.44 -0.89 1.26
C -0.48 -1.07 -0.26
H 1.63 0.71 -0.12
H 1.20 1.64 0.01
H 2.33 0.02 -0.73
H -0.02 0.48 -0.81
H -0.05 0.70 -0.77
H 0.22 -0.23 0.76
O -1.76 0.21 -1.85
O 0.75 -0.13 -0.01
S 0.39 0.83 0.74


No. 4
A structure of composition C49H53AsCl2N7OP2S2Zr, computed with ωB97M-V/def2-TZVPD.

Calculated values
Gap between HOMO and LUMO ... 0.26528 hartree
Total charge ... +1
HOMO level ... -0.36423 Eh
Electronic energy ... -7039.79567 Eh
Multiplicity ... 1
ΔE to the lowest compared entry with this formula, charge and spin ... 2.857 eV

CARTESIAN COORDINATES (ANGSTROEM)
Zr -0.186 0.459 0.465
C 1.738 -4.256 2.021
N 1.071 -3.043 1.550
P 1.377 -2.297 0.068
C 1.277 -3.701 -1.107
C 0.031 -4.149 -1.549
C -0.082 -5.293 -2.323
C 1.054 -5.998 -2.691
C 2.300 -5.550 -2.282
C 2.412 -4.414 -1.495
C 3.121 -1.808 -0.035
C 3.912 -1.675 1.099
C 5.197 -1.160 0.998
C 5.700 -0.782 -0.235
C 4.913 -0.910 -1.375
C 3.627 -1.410 -1.273
P 0.360 -1.854 2.606
C 0.308 -2.732 4.204
C -0.706 -3.607 4.584
C -0.632 -4.264 5.802
C 0.448 -4.051 6.648
C 1.457 -3.175 6.279
C 1.383 -2.512 5.064
C -1.433 -1.974 2.158
C -2.382 -1.249 2.887
C -3.730 -1.376 2.609
C -4.160 -2.220 1.591
C -3.234 -2.959 0.876
C -1.880 -2.836 1.165
H 2.032 -4.859 1.161
H 1.055 -4.847 2.630
H 2.627 -4.041 2.616
H -0.865 -3.593 -1.307
H -1.059 -5.628 -2.645
H 0.968 -6.889 -3.295
H 3.191 -6.093 -2.564
H 3.392 -4.095 -1.168
H 3.518 -1.942 2.072
H 5.800 -1.047 1.888
H 6.702 -0.385 -0.312
H 5.305 -0.619 -2.340
H 3.016 -1.502 -2.165
H -1.551 -3.784 3.933
H -1.422 -4.942 6.094
H 0.497 -4.561 7.599
H 2.293 -2.998 6.941
H 2.155 -1.803 4.787
H -2.063 -0.599 3.690
H -4.448 -0.805 3.180
H -5.214 -2.306 1.369
H -3.560 -3.638 0.100
H -1.160 -3.470 0.668
Cl -0.366 0.564 5.329
C -0.969 1.922 4.444
C -1.521 3.013 5.148
C -2.007 4.095 4.470
Cl -2.723 5.401 5.353
C -1.941 4.163 3.052
C -2.464 5.211 2.262
C -2.374 5.118 0.903
C -1.707 4.016 0.330
N -1.159 3.053 1.028
C -1.337 3.090 2.377
C -0.902 1.937 3.078
O -0.457 0.937 2.346
H -1.565 2.976 6.226
H -2.946 6.051 2.740
H -2.791 5.876 0.258
H -1.626 3.947 -0.748
S 3.258 1.562 3.187
C 2.460 1.142 1.887
N 1.848 0.814 0.921
C -1.922 -0.377 -4.749
N -1.123 -1.254 -3.901
C -0.778 -2.571 -4.417
C -0.777 -0.874 -2.713
N -0.412 -0.528 -1.666
H -2.942 -0.754 -4.834
H -1.460 -0.339 -5.736
H -1.945 0.613 -4.307
H -0.387 -2.453 -5.427
H -1.660 -3.213 -4.443
H -0.014 -3.027 -3.790
C -5.875 4.366 -1.107
C -4.777 3.483 -1.610
C -4.293 3.568 -2.915
C -3.235 2.742 -3.234
N -2.703 1.870 -2.383
C -3.263 1.831 -1.172
S -2.724 0.666 0.025
N -4.251 2.622 -0.748
H -6.575 4.621 -1.901
H -5.453 5.299 -0.728
H -6.401 3.879 -0.292
H -4.719 4.243 -3.640
H -2.795 2.783 -4.226
C 1.775 0.689 -4.021
C 1.080 1.951 -3.525
As 1.154 2.297 -1.593
C 0.765 4.226 -1.621
C 1.804 5.155 -2.236
C 3.094 2.334 -1.238
C 4.058 2.724 -2.357
H 1.707 0.620 -5.107
H 1.350 -0.218 -3.602
H 2.831 0.688 -3.764
H 0.020 1.959 -3.792
H 1.535 2.825 -3.999
H 0.586 4.515 -0.585
H -0.184 4.327 -2.155
H 2.757 5.104 -1.715
H 1.451 6.184 -2.161
H 1.979 4.954 -3.292
H 3.354 1.351 -0.850
H 3.183 3.017 -0.388
H 4.293 1.876 -2.996
H 5.000 3.052 -1.917
H 3.706 3.530 -2.996

Cartesian forces, eV/Å:
Zr 0.00 0.18 -0.45
C -0.09 -0.13 -0.05
N 0.21 0.20 0.00
P -0.13 0.14 0.18
C -0.02 0.12 -0.04
C -0.05 0.05 0.00
C 0.04 -0.03 0.01
C -0.03 0.03 0.01
C 0.02 0.00 -0.01
C 0.05 -0.02 0.07
C 0.04 -0.12 -0.03
C -0.05 0.02 0.00
C -0.02 -0.02 0.01
C -0.01 0.02 -0.06
C 0.02 0.00 0.06
C 0.00 -0.05 -0.01
P -0.50 -0.40 0.02
C 0.30 0.16 0.02
C 0.04 -0.04 -0.03
C -0.02 0.00 0.01
C -0.01 0.00 -0.01
C 0.00 0.00 0.02
C 0.00 0.03 -0.01
C 0.13 -0.15 -0.02
C 0.00 0.16 0.06
C 0.01 -0.05 -0.04
C 0.04 0.02 0.04
C 0.06 0.03 -0.02
C -0.06 -0.21 -0.07
H 0.00 0.01 0.03
H -0.01 0.00 0.01
H 0.03 0.01 0.01
H -0.02 0.05 0.06
H -0.05 -0.02 -0.02
H -0.01 -0.05 -0.03
H 0.04 -0.02 -0.02
H 0.01 0.03 0.01
H -0.01 -0.02 0.02
H 0.03 0.01 0.05
H 0.05 0.02 -0.01
H 0.02 0.02 -0.05
H -0.02 0.00 -0.02
H -0.03 0.01 -0.03
H -0.02 -0.02 0.01
H 0.00 -0.03 0.05
H 0.03 0.01 0.03
H 0.03 0.03 -0.02
H -0.02 -0.01 -0.03
H -0.04 0.03 0.03
H -0.05 0.00 -0.01
H -0.02 -0.03 -0.02
H -0.04 0.02 -0.02
Cl -0.01 0.08 -0.05
C -0.03 0.10 0.20
C -0.03 0.10 -0.17
C 0.06 -0.13 0.06
Cl 0.00 0.01 0.00
C -0.01 0.06 0.06
C 0.01 -0.04 -0.06
C 0.07 -0.15 0.10
C 0.01 0.15 -0.05
N -0.05 -0.17 -0.02
C 0.05 0.02 -0.03
C -0.01 0.10 -0.05
O -0.13 -0.16 0.25
H -0.02 0.01 0.04
H 0.00 0.02 0.00
H -0.02 0.06 -0.04
H -0.01 -0.01 0.07
S 0.02 -0.05 -0.03
C 0.04 0.02 0.05
N 0.08 0.11 0.04
C -0.06 0.07 -0.06
N -0.13 0.05 -0.21
C 0.15 -0.09 -0.03
C 0.28 0.03 0.55
N -0.11 0.02 -0.23
H -0.01 0.00 -0.03
H -0.03 0.02 -0.01
H -0.04 0.00 0.02
H -0.01 -0.03 0.00
H 0.02 -0.03 0.00
H -0.07 0.03 -0.07
C -0.03 0.02 -0.07
C -0.02 0.05 -0.08
C 0.05 -0.04 0.08
C -0.10 0.21 -0.13
N 0.15 -0.08 -0.08
C 0.21 -0.12 0.41
S -0.13 -0.28 0.11
N -0.12 -0.04 -0.06
H -0.01 0.01 -0.02
H 0.02 0.02 0.03
H 0.00 -0.02 0.03
H -0.02 0.08 -0.04
H 0.02 -0.01 -0.04
C 0.04 -0.03 0.03
C -0.02 0.14 -0.03
As 0.18 0.05 -0.13
C -0.05 0.01 -0.01
C -0.02 0.04 0.00
C -0.02 -0.03 0.04
C -0.02 0.04 0.00
H -0.02 0.00 -0.05
H -0.04 -0.04 0.05
H 0.05 0.03 0.00
H 0.02 -0.03 0.03
H -0.06 -0.04 0.01
H 0.02 -0.04 -0.06
H 0.04 0.00 0.04
H 0.02 -0.01 0.03
H -0.01 0.02 -0.01
H 0.00 -0.03 -0.02
H -0.02 0.04 -0.02
H -0.01 -0.03 -0.03
H 0.00 -0.05 -0.04
H 0.04 0.01 0.01
H -0.03 -0.02 0.02


No. 5
A cluster of 2 separate species, C10H5B4BrF17O3 in total, computed with ωB97M-V/def2-TZVPD.

Calculated values
Gap between HOMO and LUMO ... 0.34771 hartree
Total charge ... -1
HOMO level ... -0.28442 Eh
Electronic energy ... -4981.56809 Eh
Multiplicity ... 1

CARTESIAN COORDINATES (ANGSTROEM)
C 1.242 -2.635 -1.435
C 2.272 -2.008 -1.369
B 3.431 -1.193 -0.826
O 4.424 -1.784 -0.042
B 4.486 -1.168 1.186
Br 4.562 -2.239 2.772
O 4.446 0.204 1.253
B 3.847 0.889 0.192
C 3.585 2.433 0.356
C 2.095 2.818 0.491
C 1.305 2.881 -0.820
F 2.121 2.706 -1.897
F 0.727 4.111 -0.977
C 0.192 1.804 -0.958
F -0.122 1.667 -2.263
F 0.704 0.634 -0.515
C -1.121 2.139 -0.171
F -0.778 2.880 0.916
F -1.922 2.880 -0.951
C -1.937 0.931 0.398
F -2.952 1.478 1.101
F -1.145 0.262 1.258
C -2.560 -0.046 -0.639
F -1.592 -0.455 -1.494
F -3.493 0.630 -1.339
C -3.199 -1.332 -0.034
F -4.122 -1.020 0.859
F -2.236 -2.065 0.520
F -3.743 -2.002 -1.040
O 3.486 0.194 -0.947
H 0.331 -3.200 -1.495
H 4.073 2.750 1.284
H 4.051 3.007 -0.450
H 2.022 3.822 0.919
H 1.599 2.156 1.203
B -4.875 -4.483 1.095
F -6.004 -3.750 0.678
F -4.089 -4.817 -0.031
F -4.102 -3.687 1.972
F -5.282 -5.657 1.755

Cartesian forces, eV/Å:
C 0.13 0.02 -0.12
C -0.24 -0.21 0.11
B 0.52 0.37 -0.49
O -0.89 -0.14 0.45
B 0.65 0.02 -0.30
Br 0.16 0.13 -0.01
O -0.61 -0.24 0.06
B 0.36 0.33 -0.30
C 0.08 -0.01 0.11
C 0.10 0.30 0.12
C 0.13 -0.14 -0.09
F -0.09 0.09 0.22
F 0.04 -0.22 -0.02
C -0.17 0.06 -0.24
F 0.03 0.03 0.28
F -0.04 0.09 -0.07
C 0.13 -0.13 -0.01
F -0.04 -0.09 -0.07
F 0.08 -0.01 0.09
C -0.16 -0.01 0.05
F 0.10 0.00 -0.05
F -0.09 0.08 -0.07
C 0.15 0.00 -0.02
F -0.10 0.14 0.08
F 0.11 -0.10 0.08
C 0.08 -0.08 -0.09
F 0.06 0.06 0.00
F -0.11 0.06 -0.03
F -0.04 -0.01 0.05
O -0.36 -0.35 0.61
H 0.19 0.17 -0.01
H -0.04 -0.04 -0.09
H -0.10 -0.10 0.00
H 0.00 -0.10 -0.08
H -0.03 0.03 -0.15
B 0.02 -0.03 0.03
F 0.01 0.01 -0.01
F 0.01 0.00 0.00
F -0.02 -0.01 0.00
F 0.00 0.02 -0.02